13
Properties=species:S:1:pos:R:3:forces:R:3:nbo_charge:R:1 method="wB97M-V/def2-TZVPD" total_charge=+1 homo_ev=-13.02 homo_lumo_gap_ev=9.29 de_lowest_kcal_mol=12.7 molar_mass_g_mol=158.6
C 22.41041 -9.97127 32.95639 -0.048 -0.139 0.330 0.555
C 23.33044 -10.95328 34.93232 0.357 0.557 1.178 -0.425
C 21.25901 -11.87034 33.97457 0.120 -0.173 -0.205 -0.422
H 24.29485 -10.53879 34.64726 -0.032 -0.091 -0.222 0.227
Rb 18.90512 -9.24278 31.56798 0.289 -0.033 -0.065 0.996
H 20.82681 -12.12494 33.01014 -0.033 0.180 -0.036 0.219
H 20.52187 -11.39854 34.63108 -0.101 -0.109 -0.047 0.194
H 21.59097 -12.80142 34.42632 -0.040 0.001 0.081 0.229
H 22.96350 -10.32899 35.76132 -0.143 0.020 -0.242 0.198
N 22.40672 -10.99662 33.82045 0.126 0.137 0.050 -0.406
H 23.50448 -11.91812 35.40341 -0.072 -0.267 -0.516 0.227
O 21.62867 -9.82418 32.02335 -0.661 0.070 -0.046 -0.728
H 23.16452 -9.20973 33.19625 0.239 -0.152 -0.260 0.137

=====

13
Properties=species:S:1:pos:R:3:forces:R:3:nbo_charge:R:1 method="wB97M-V/def2-TZVPD" smiles="C=C[S@@](=C)(N)=O" homo_ev=-8.32 homo_lumo_gap_ev=9.05 de_lowest_kcal_mol=110.3 molar_mass_g_mol=105.2
O 0.20368 2.20353 -0.70413 -0.145 -0.077 0.131 -0.936
H 1.54685 0.58277 1.71297 0.282 -0.050 -0.123 0.224
H -2.11169 -1.72576 0.45877 -0.172 -0.001 -0.115 0.198
C -1.21879 -0.05101 -0.40291 0.611 0.479 0.510 -0.514
H -2.07245 0.38257 -0.88666 -0.101 0.160 -0.243 0.244
H -0.31180 -1.55031 0.76170 -0.013 -0.082 0.058 0.247
C 0.60563 0.20482 1.31850 1.679 2.235 -0.150 -1.056
S 0.29660 0.84824 -0.19711 0.231 -1.418 0.095 1.926
H 1.53598 -0.86217 -1.08703 -0.093 -0.118 0.098 0.398
H -0.19874 0.49436 1.97976 -0.289 -0.179 0.053 0.222
N 1.45445 0.13651 -1.16971 -0.020 0.482 0.552 -1.050
C -1.20253 -1.14712 0.33052 -1.861 -1.588 -0.796 -0.304
H 1.47282 0.48357 -2.11466 -0.109 0.157 -0.070 0.401

=====

13
Properties=species:S:1:pos:R:3:forces:R:3:nbo_charge:R:1 method="wB97M-V/def2-TZVPD" homo_ev=-8.34 homo_lumo_gap_ev=8.43 de_lowest_kcal_mol=151.8 molar_mass_g_mol=105.2
H 0.39894 -1.61320 -0.65732 -0.896 -0.717 -0.012 0.194
O 0.44088 -0.33365 0.93326 -0.716 -2.469 -1.014 -0.371
S -2.18430 0.36454 1.68744 0.520 2.071 -2.294 -0.143
H 1.37673 -2.38011 0.68788 -2.624 2.141 -0.403 0.189
H -0.09885 1.34849 -1.80997 3.253 0.375 2.358 0.230
H 1.57178 0.30704 -1.08970 -2.140 3.001 0.334 0.237
H -0.52396 -2.46858 1.00416 1.947 2.692 -2.161 0.232
N -0.24476 0.38324 -0.05368 1.510 1.249 1.018 -0.203
H -1.56534 1.76586 -0.54549 -0.530 -0.868 2.124 0.212
C 0.32998 -1.73859 0.41995 2.167 -2.611 3.155 -0.297
C 0.69417 1.15825 -0.82892 0.866 -0.149 -1.250 -0.458
C -1.35522 1.02022 0.32114 -2.014 -1.586 1.049 -0.047
H 1.15995 2.18649 -0.06876 -1.345 -3.130 -2.903 0.224

=====

13
Properties=species:S:1:pos:R:3:forces:R:3:nbo_charge:R:1 method="wB97M-V/def2-TZVPD" homo_ev=-9.20 homo_lumo_gap_ev=9.94 de_lowest_kcal_mol=45.2 molar_mass_g_mol=105.2
H -0.28505 2.13402 -0.96839 0.455 -0.240 0.465 0.191
N 1.14684 0.75238 -0.63693 -1.303 0.874 0.599 -0.556
H -0.62890 1.02663 1.70795 0.172 -0.406 0.259 0.239
C 0.02681 1.31698 -0.29019 0.587 -0.537 -1.541 0.089
S 1.64038 -0.59390 0.25393 -0.357 -0.400 0.675 0.162
H 2.83010 -0.83036 -0.29296 0.145 0.352 -0.406 0.120
O -1.82702 -0.87682 -0.85288 1.155 0.690 -0.477 -0.704
H -0.87110 -1.29970 0.92680 -0.112 0.396 -0.168 0.170
H -2.49285 -0.67248 1.05756 0.088 0.175 -0.242 0.188
H -1.86165 1.62023 0.67350 0.425 -0.484 -0.334 0.227
C -1.56096 -0.55124 0.49177 0.101 -0.328 1.012 -0.063
C -1.02676 0.88789 0.70303 -0.341 0.395 0.074 -0.528
H -0.98280 -0.64984 -1.31346 -1.015 -0.487 0.084 0.466

=====

13
Properties=species:S:1:pos:R:3:forces:R:3:nbo_charge:R:1 method="wB97M-V/def2-TZVPD" smiles="CCC(=S)NO" homo_ev=-8.87 homo_lumo_gap_ev=9.56 de_lowest_kcal_mol=68.0 molar_mass_g_mol=105.2
H -1.54928 -1.49540 -0.96919 0.406 0.587 0.453 0.216
H 1.98568 0.13565 0.56144 0.318 -2.394 -0.351 0.461
H -1.95926 -0.67390 1.63101 -0.587 0.424 -2.364 0.202
H 0.66469 -2.12848 -0.08836 -1.106 1.116 -0.635 0.417
H -3.31967 -0.68400 0.35834 0.927 0.821 0.395 0.222
C -2.32679 -0.19990 0.59208 -0.247 -0.674 3.952 -0.608
S 0.54704 1.45772 -0.01970 0.432 0.663 -0.303 -0.161
O 2.04004 -0.94414 0.38763 0.225 3.179 0.285 -0.562
C -1.41374 -0.45963 -0.57944 -0.958 1.212 -2.347 -0.475
H -2.44012 0.86634 0.97885 0.059 -1.135 -1.376 0.238
H -1.88348 0.20224 -1.35838 0.653 -0.659 0.203 0.233
C 0.03511 -0.04119 -0.44586 -0.883 -2.765 1.982 0.074
N 0.80871 -1.11263 -0.18575 0.761 -0.376 0.105 -0.255

=====

13
Properties=species:S:1:pos:R:3:forces:R:3:nbo_charge:R:1 method="wB97M-V/def2-TZVPD" homo_ev=-8.62 homo_lumo_gap_ev=9.45 de_lowest_kcal_mol=61.8 molar_mass_g_mol=105.2
H -1.84628 -1.30524 0.43592 -0.766 -0.524 -0.338 0.239
H -2.33781 -0.28066 1.85434 -0.414 0.272 -0.063 0.226
C -1.56304 -0.61532 1.18695 2.178 -0.285 1.056 -0.725
H 1.10355 2.25822 -1.35762 -0.145 -0.561 0.789 0.231
H 0.65068 -2.55507 -0.79534 -0.876 -0.246 0.694 0.484
H 1.74795 1.96271 0.30159 -0.282 -0.036 -0.224 0.235
H -0.75806 -1.11417 1.80947 -1.074 0.644 -0.652 0.233
S -0.81768 0.83714 0.37520 -1.145 0.186 0.644 0.254
O 0.17600 -1.86641 -0.29071 1.569 -0.513 -1.751 -0.603
N 1.04925 -0.83226 -0.76889 -0.862 0.948 1.022 -0.176
C 1.50040 1.48288 -0.65389 2.074 1.409 -1.589 -0.660
H 2.50667 1.24209 -1.12861 -1.357 -0.324 0.618 0.240
C 0.60653 0.32494 -0.43556 1.100 -0.971 -0.208 0.021